No. 1
{"formula": "C21H20I2N2O3Ru", "method": "wB97M-V/def2-TZVPD", "homo_lumo_gap_ev": [8.699, 5.466], "de_lowest_ev": 0.0000, "e_homo_ev": [-10.90, -10.85], "charge": 1, "s2": 8.80, "spin_multiplicity": 6, "elements": ["Ru", "I", "C", "C", "C", "I", "C", "O", "C", "C", "N", "C", "C", "C", "C", "C", "C", "N", "C", "H", "H", "H", "H", "H", "H", "H", "H", "H", "H", "H", "C", "C", "C", "C", "C", "C", "H", "H", "H", "H", "H", "H", "C", "C", "O", "O", "H", "H", "H"], "coordinates": [[-0.094, 1.037, -0.059], [-4.499, -4.098, 3.999], [-3.648, -2.500, 3.043], [-3.770, -1.219, 3.599], [-3.192, -0.152, 2.963], [-3.326, 1.736, 3.762], [-2.443, -0.340, 1.731], [-1.877, 0.627, 1.182], [-2.355, -1.680, 1.174], [-1.699, -1.911, -0.160], [-0.346, -1.345, -0.264], [0.375, -1.899, -1.410], [1.622, -1.109, -1.735], [2.602, -1.629, -2.570], [3.723, -0.868, -2.840], [3.846, 0.386, -2.255], [2.827, 0.830, -1.440], [1.730, 0.100, -1.192], [-2.948, -2.714, 1.835], [-4.309, -1.080, 4.526], [-2.308, -1.462, -0.951], [-1.687, -2.990, -0.344], [0.177, -1.526, 0.592], [-0.296, -1.893, -2.274], [0.650, -2.946, -1.242], [2.485, -2.620, -2.990], [4.501, -1.252, -3.487], [4.716, 1.004, -2.422], [2.872, 1.794, -0.945], [-2.889, -3.718, 1.433], [-2.796, 1.970, -1.513], [-2.703, 3.110, -0.725], [-1.492, 3.772, -0.625], [-0.381, 3.337, -1.357], [-0.485, 2.222, -2.195], [-1.693, 1.510, -2.226], [-3.735, 1.435, -1.580], [-3.564, 3.462, -0.173], [-1.396, 4.641, 0.012], [0.537, 3.908, -1.323], [0.326, 1.959, -2.861], [-1.792, 0.657, -2.886], [2.145, 1.619, 3.350], [1.355, 1.320, 2.114], [0.952, 0.155, 1.861], [1.099, 2.278, 1.301], [2.056, 0.809, 4.069], [1.812, 2.560, 3.782], [3.196, 1.736, 3.079]], "nbo_charge": [1.32, 0.29, -0.11, -0.27, -0.20, 0.27, 0.46, -0.61, -0.06, -0.24, -0.64, -0.26, 0.22, -0.24, -0.13, -0.24, 0.06, -0.50, -0.22, 0.25, 0.22, 0.20, 0.42, 0.22, 0.21, 0.23, 0.24, 0.24, 0.22, 0.24, -0.18, -0.20, -0.18, -0.27, -0.22, -0.26, 0.23, 0.24, 0.24, 0.25, 0.23, 0.23, -0.72, 0.79, -0.73, -0.76, 0.24, 0.24, 0.24]}

No. 2
{"formula": "C21H20N2O3", "method": "wB97M-V/def2-TZVPD", "homo_lumo_gap_ev": 8.550, "smiles": "O=C(CCN1C(=O)c2ccccc2C1=O)N1CC[C@H](c2ccccc2)C1", "de_lowest_ev": 0.4590, "e_homo_ev": -8.93, "elements": ["O", "C", "C", "C", "N", "C", "O", "C", "C", "C", "C", "C", "C", "C", "O", "N", "C", "C", "C", "C", "C", "C", "C", "C", "C", "C", "H", "H", "H", "H", "H", "H", "H", "H", "H", "H", "H", "H", "H", "H", "H", "H", "H", "H", "H", "H"], "coordinates": [[1.937, 1.395, 0.886], [1.009, 1.365, 0.100], [-0.318, 0.692, 0.426], [-0.287, 0.154, 1.855], [-1.521, -0.518, 2.195], [-1.915, -1.723, 1.634], [-1.299, -2.332, 0.796], [-3.214, -2.051, 2.273], [-4.051, -3.134, 2.108], [-5.221, -3.167, 2.861], [-5.533, -2.146, 3.745], [-4.688, -1.053, 3.910], [-3.529, -1.022, 3.164], [-2.437, -0.018, 3.112], [-2.322, 1.021, 3.709], [1.090, 1.934, -1.119], [0.129, 1.937, -2.193], [0.980, 1.773, -3.459], [2.400, 2.255, -3.075], [3.433, 1.194, -3.353], [4.399, 1.385, -4.331], [5.340, 0.404, -4.595], [5.325, -0.781, -3.880], [4.366, -0.979, -2.902], [3.425, 0.000, -2.641], [2.298, 2.589, -1.575], [-1.133, 1.411, 0.311], [-0.481, -0.141, -0.262], [-0.149, 0.970, 2.567], [0.544, -0.550, 1.956], [-3.801, -3.926, 1.418], [-5.896, -4.003, 2.755], [-6.448, -2.200, 4.316], [-4.924, -0.255, 4.597], [-0.404, 2.897, -2.208], [-0.601, 1.136, -2.088], [1.016, 0.724, -3.753], [0.571, 2.343, -4.291], [2.661, 3.154, -3.637], [4.417, 2.309, -4.891], [6.086, 0.567, -5.359], [6.060, -1.546, -4.084], [4.351, -1.900, -2.338], [2.685, -0.163, -1.872], [3.147, 2.226, -0.994], [2.209, 3.671, -1.425]], "nbo_charge": [-0.63, 0.69, -0.51, -0.22, -0.47, 0.68, -0.56, -0.15, -0.16, -0.19, -0.19, -0.19, -0.06, 0.68, -0.55, -0.44, -0.21, -0.41, -0.26, 0.09, -0.25, -0.20, -0.22, -0.19, -0.26, -0.22, 0.22, 0.24, 0.25, 0.23, 0.23, 0.22, 0.22, 0.23, 0.19, 0.22, 0.22, 0.22, 0.21, 0.21, 0.21, 0.21, 0.21, 0.22, 0.25, 0.19]}

No. 3
{"formula": "C21H20N3O3ReS3", "method": "wB97M-V/def2-TZVPD", "homo_lumo_gap_ev": [6.396, 6.209], "de_lowest_ev": 0.2290, "e_homo_ev": [-4.13, -3.96], "charge": -1, "s2": 0.77, "spin_multiplicity": 2, "elements": ["Re", "N", "C", "C", "O", "N", "C", "C", "O", "O", "H", "H", "H", "H", "H", "H", "C", "C", "S", "C", "C", "S", "H", "H", "H", "H", "H", "H", "S", "C", "C", "C", "C", "C", "C", "N", "C", "C", "C", "C", "C", "C", "C", "H", "H", "H", "H", "H", "H", "H", "H"], "coordinates": [[0.314, 0.501, -0.303], [-3.405, 0.252, -0.426], [-3.060, 0.807, -1.738], [-2.163, 2.038, -1.686], [-2.617, 3.058, -2.213], [-0.935, 1.992, -1.087], [-0.371, 3.309, -0.783], [0.123, 3.291, 0.630], [0.277, 4.297, 1.295], [0.414, 2.070, 1.073], [-3.881, 0.946, 0.137], [-4.031, -0.535, -0.530], [-2.570, 0.033, -2.330], [-3.931, 1.153, -2.295], [0.499, 3.523, -1.418], [-1.099, 4.098, -0.924], [4.839, -0.313, 0.786], [3.540, 0.086, 0.120], [2.083, -0.584, 0.797], [3.490, 0.832, -0.994], [4.721, 1.332, -1.713], [1.974, 1.133, -1.789], [4.660, -0.661, 1.802], [5.538, 0.523, 0.841], [5.338, -1.125, 0.246], [5.545, 1.516, -1.022], [4.515, 2.264, -2.242], [5.072, 0.607, -2.455], [-1.848, -3.037, 1.649], [-1.469, -1.938, 2.943], [-1.670, -2.082, 4.317], [-1.255, -1.053, 5.141], [-0.650, 0.097, 4.614], [-0.452, 0.245, 3.256], [-0.874, -0.792, 2.426], [-0.766, -0.800, 1.029], [-1.225, -1.896, 0.502], [-1.127, -2.062, -0.938], [-1.704, -3.125, -1.636], [-1.588, -3.169, -3.012], [-0.882, -2.155, -3.669], [-0.304, -1.117, -2.959], [-0.413, -1.027, -1.558], [-2.133, -2.973, 4.726], [-1.397, -1.139, 6.211], [-0.331, 0.887, 5.283], [0.014, 1.124, 2.824], [-2.248, -3.905, -1.110], [-2.034, -3.979, -3.577], [-0.778, -2.188, -4.748], [0.257, -0.356, -3.492]], "nbo_charge": [0.97, -0.84, -0.30, 0.66, -0.68, -0.67, -0.36, 0.79, -0.64, -0.76, 0.36, 0.35, 0.21, 0.18, 0.22, 0.24, -0.64, -0.19, 0.01, -0.22, -0.63, 0.06, 0.22, 0.21, 0.21, 0.21, 0.22, 0.21, 0.38, -0.24, -0.22, -0.22, -0.20, -0.22, 0.20, -0.49, 0.11, -0.09, -0.21, -0.25, -0.23, -0.16, -0.27, 0.21, 0.21, 0.21, 0.28, 0.20, 0.20, 0.20, 0.21]}

No. 4
{"formula": "C21H20N4O4", "method": "wB97M-V/def2-TZVPD", "homo_lumo_gap_ev": 8.333, "smiles": "O=C(c1n[nH]c(=O)c2ccccc12)N1CCN(Cc2ccc3c(c2)OCO3)CC1", "de_lowest_ev": 2.8412, "e_homo_ev": -8.13, "elements": ["O", "C", "C", "N", "N", "C", "O", "C", "C", "C", "C", "C", "C", "N", "C", "C", "N", "C", "C", "C", "C", "C", "C", "C", "O", "C", "O", "C", "C", "H", "H", "H", "H", "H", "H", "H", "H", "H", "H", "H", "H", "H", "H", "H", "H", "H", "H", "H", "H"], "coordinates": [[-0.204, 0.316, 1.843], [-0.701, -0.575, 1.173], [-2.141, -0.490, 0.752], [-2.885, -1.498, 1.072], [-4.196, -1.441, 0.846], [-4.911, -0.397, 0.295], [-6.114, -0.484, 0.152], [-4.073, 0.746, -0.079], [-4.654, 1.872, -0.661], [-3.869, 2.948, -1.014], [-2.495, 2.910, -0.789], [-1.905, 1.806, -0.215], [-2.685, 0.707, 0.156], [-0.033, -1.697, 0.847], [-0.412, -2.647, -0.167], [0.564, -2.538, -1.345], [1.958, -2.610, -0.925], [2.860, -1.633, -1.519], [2.920, -0.297, -0.814], [3.927, -0.056, 0.111], [3.987, 1.116, 0.862], [2.994, 2.040, 0.652], [1.994, 1.822, -0.296], [1.936, 0.671, -1.041], [1.164, 2.911, -0.334], [1.610, 3.769, 0.694], [2.809, 3.262, 1.236], [2.119, -2.831, 0.493], [1.309, -1.877, 1.382], [-4.715, -2.261, 1.147], [-5.722, 1.868, -0.823], [-4.318, 3.821, -1.464], [-1.879, 3.753, -1.067], [-0.844, 1.789, -0.035], [-0.395, -3.655, 0.257], [-1.423, -2.443, -0.514], [0.367, -1.595, -1.866], [0.366, -3.358, -2.050], [3.858, -2.083, -1.513], [2.559, -1.502, -2.561], [4.695, -0.801, 0.259], [4.771, 1.290, 1.579], [1.159, 0.533, -1.776], [0.842, 3.824, 1.484], [1.788, 4.773, 0.282], [3.176, -2.737, 0.742], [1.822, -3.865, 0.702], [1.239, -2.284, 2.398], [1.781, -0.893, 1.448]], "nbo_charge": [-0.62, 0.66, 0.07, -0.19, -0.40, 0.62, -0.60, -0.16, -0.15, -0.20, -0.19, -0.20, 0.01, -0.42, -0.23, -0.22, -0.45, -0.22, -0.04, -0.22, -0.25, 0.23, 0.31, -0.29, -0.50, 0.24, -0.47, -0.23, -0.24, 0.41, 0.24, 0.22, 0.22, 0.25, 0.20, 0.23, 0.18, 0.19, 0.20, 0.21, 0.21, 0.23, 0.22, 0.16, 0.16, 0.22, 0.19, 0.20, 0.24]}

Number 1: E -50000.9005 eV. Number 2: E -31226.1280 eV. Number 3: E -67355.1836 eV. Number 4: E -36251.6322 eV.